C31H45F2N3PSSe3SiTeTi | the ωB97M-V functional and the def2-TZVPD basis

```
89
Properties=species:S:1:pos:R:3
Ti -0.352 -0.452 1.767
C -2.526 -1.124 -4.605
Si -3.567 -1.203 -3.030
C -5.290 -0.532 -3.440
C -3.795 -3.000 -2.550
C -2.807 -0.042 -1.765
C -3.036 1.315 -1.950
C -2.506 2.272 -1.089
C -1.776 1.818 -0.010
N -1.526 0.528 0.194
C -1.974 -0.410 -0.674
S -1.389 -1.983 -0.340
H -3.011 -1.648 -5.435
H -1.551 -1.586 -4.432
H -2.348 -0.089 -4.910
H -5.787 -1.172 -4.175
H -5.260 0.482 -3.846
H -5.905 -0.510 -2.537
H -4.374 -3.495 -3.343
H -4.331 -3.099 -1.606
H -2.841 -3.505 -2.427
H -3.645 1.649 -2.787
H -2.673 3.331 -1.232
H -1.360 2.494 0.726
F 0.232 4.456 4.417
C -0.602 3.450 4.049
C -0.101 2.369 3.370
C -0.934 1.318 2.958
C -2.311 1.451 3.268
C -2.753 2.551 4.003
F -4.053 2.662 4.401
C -1.931 3.578 4.403
C -3.215 0.370 2.844
C -4.610 0.466 2.785
C -5.349 -0.642 2.424
C -4.699 -1.834 2.145
C -3.317 -1.843 2.174
N -2.593 -0.764 2.474
H 0.964 2.319 3.214
H -2.301 4.409 4.986
H -5.097 1.396 3.025
H -6.430 -0.575 2.370
H -5.236 -2.739 1.891
H -2.738 -2.727 1.958
Se 1.824 -0.380 3.936
Se 0.574 -0.639 5.862
Te -0.889 -2.720 5.160
Se -0.148 -2.938 2.810
C 3.170 0.660 -3.006
C 2.200 0.856 -1.834
C 0.787 0.505 -2.324
C 2.148 2.346 -1.463
P 2.524 -0.100 -0.208
N 1.269 -0.112 0.675
C 4.022 0.760 0.598
C 4.646 -0.155 1.665
C 3.458 1.972 1.349
C 5.161 1.218 -0.323
C 3.066 -1.862 -0.647
C 4.469 -2.027 -1.248
C 2.064 -2.461 -1.645
C 2.955 -2.704 0.630
H 2.903 1.369 -3.800
H 3.081 -0.342 -3.432
H 4.215 0.830 -2.753
H 0.460 1.267 -3.040
H 0.093 0.488 -1.487
H 0.731 -0.460 -2.820
H 1.704 2.899 -2.297
H 3.132 2.773 -1.272
H 1.521 2.502 -0.581
H 3.910 -0.515 2.387
H 5.380 0.434 2.225
H 5.171 -1.010 1.243
H 2.546 1.680 1.863
H 3.241 2.817 0.692
H 4.186 2.301 2.096
H 5.613 0.391 -0.878
H 5.946 1.658 0.303
H 4.853 1.982 -1.035
H 4.615 -1.433 -2.153
H 4.604 -3.080 -1.523
H 5.263 -1.776 -0.546
H 2.229 -2.101 -2.662
H 1.034 -2.256 -1.349
H 2.206 -3.547 -1.659
H 3.638 -2.402 1.422
H 3.178 -3.744 0.367
H 1.949 -2.655 1.044
```

Energy relative to the best compared isomer or geometry (same formula, charge and spin), kcal per mole: 14.5
⟨S²⟩: 0.76
Total charge: -2
LUMO level (alpha / beta), eV: 4.113 / 4.112
Calculated total energy, Ha: -10923.30622
HOMO level (alpha / beta), eV: -0.345 / -0.437
Gap between HOMO and LUMO (alpha / beta), eV: 4.5 / 4.5
2S+1: 2